[1]
Molecular formula: C45H42F13LaN4O2PS2Te
Method: DFT, ωB97M-V with the def2-TZVPD basis set

## Properties
energy relative to the best compared isomer or geometry (same formula, charge and spin): 0.00 kcal/mol
multiplicity: 1
HOMO energy: -10.35 eV
gap between HOMO and LUMO: 0.275 Eh
charge: +1
electronic energy: -4845.02545 hartree

Last column: Löwdin charge in e.
Cartesian coordinates (Å):
La1 0.03920 0.27091 1.44763  1.80
C1 2.12789 2.37678 3.93677  -0.10
C2 1.71900 1.03629 4.48989  -0.24
N1 0.28947 0.69095 4.23739  -0.25
C3 0.02547 -0.52612 5.05064  -0.24
C4 -1.39126 -1.05145 4.96875  -0.09
C5 -0.65833 1.79976 4.54819  -0.16
C6 -1.84977 1.88603 3.55325  -0.20
N2 -1.36081 2.08349 2.17197  -0.19
C7 -1.51882 3.19826 1.40208  -0.22
C8 -0.88085 3.26208 0.15512  -0.16
F1 -0.08558 2.17651 -0.20356  -0.13
C9 -0.91669 4.30862 -0.73316  -0.22
F2 -0.22988 4.20810 -1.87658  0.10
C10 -1.64976 5.43511 -0.42174  0.08
C11 -2.29082 5.40609 0.79701  -0.22
F3 -3.03144 6.43129 1.19210  0.12
C12 -2.24649 4.34532 1.67208  -0.15
F4 -2.94460 4.42159 2.81841  0.09
H1 3.20521 2.37323 3.72293  0.08
H2 1.95855 3.18960 4.64519  0.09
H3 1.60510 2.61329 2.99984  0.03
H4 1.90652 0.99470 5.56616  0.12
H5 2.29703 0.22337 4.04584  0.11
H6 0.27139 -0.29532 6.10384  0.13
H7 0.71804 -1.29413 4.72599  0.12
H8 -2.12345 -0.39139 5.43417  0.09
H9 -1.46503 -2.02111 5.45917  0.09
H10 -1.70611 -1.19675 3.93072  -0.02
H11 -0.09966 2.73901 4.51684  0.11
H12 -1.01804 1.71110 5.58092  0.13
H13 -2.56501 2.62817 3.90450  0.11
H14 -2.39234 0.93852 3.57967  0.08
H15 -1.71873 6.28525 -1.06604  0.14
O1 5.37833 -1.75823 0.83414  0.06
C13 4.65913 -2.87032 0.88569  -0.28
C14 5.24209 -4.11133 0.63343  0.00
C15 4.48549 -5.24788 0.68224  -0.06
C16 3.12379 -5.23332 1.00090  -0.08
C17 2.53718 -4.04218 1.26163  -0.04
C18 3.30671 -2.86521 1.19310  -0.09
C19 2.59108 -1.62349 1.37518  -0.44
O2 1.32633 -1.82010 1.61140  -0.36
N3 3.25404 -0.47582 1.23635  -0.03
N4 2.52273 0.71552 1.05271  -0.21
C20 3.28771 1.74376 0.91682  -0.91
S1 5.00302 1.54874 1.07279  1.03
C21 5.37557 3.30812 0.88743  -0.50
C22 4.34550 3.95347 -0.00801  -0.49
S2 2.72673 3.37204 0.54514  0.96
H16 4.73899 -1.00527 0.99882  0.01
H17 6.29435 -4.15265 0.39407  0.12
H18 4.92177 -6.19677 0.45367  0.10
H19 2.55522 -6.15010 1.01210  0.10
H20 1.48651 -3.99663 1.48746  0.10
H21 6.36317 3.36591 0.45456  0.08
H22 5.36678 3.76724 1.87195  0.08
H23 4.47044 3.68201 -1.06151  0.09
H24 4.37560 5.03621 0.08290  0.09
C23 -3.57432 -2.29049 2.63391  -0.43
Te1 -1.86604 -2.46813 1.43406  1.26
C24 -3.09845 -2.76799 -0.27118  -0.38
H25 -3.89005 -1.26433 2.76425  0.01
H26 -3.37491 -2.72181 3.60324  0.00
H27 -4.35211 -2.85882 2.14517  0.01
H28 -3.58500 -3.71924 -0.10933  0.02
H29 -2.51127 -2.82017 -1.18427  -0.01
H30 -3.82842 -1.97327 -0.36115  0.01
F5 -7.06759 -0.01143 -2.33331  0.15
C25 -6.38794 1.09810 -1.98509  -0.58
F6 -6.65037 2.02479 -2.91794  0.16
F7 -6.88213 1.54372 -0.82022  0.15
C26 -4.92097 0.78270 -1.88295  -0.10
C27 -4.26639 0.32417 -3.01035  0.02
C28 -2.93122 -0.00594 -2.93366  -0.07
C29 -2.22984 0.06835 -1.73801  -0.37
C30 -2.88787 0.56956 -0.62796  -0.13
C31 -4.24068 0.90429 -0.68601  0.02
P1 -0.45828 -0.40216 -1.64430  1.05
C32 -0.29130 -2.10163 -2.27846  -0.37
C33 0.10869 -3.11084 -1.40866  -0.11
C34 0.00060 -4.43594 -1.81020  0.02
C35 -0.53002 -4.74092 -3.04883  -0.10
C36 -0.81512 -3.73101 -3.95202  0.02
C37 -0.67918 -2.41695 -3.57130  -0.06
C38 -0.76414 -6.16913 -3.42636  -0.58
F8 -1.20604 -6.87386 -2.37740  0.15
F9 0.36110 -6.75530 -3.87343  0.16
F10 -1.67885 -6.26539 -4.41113  0.14
C39 0.32204 0.60941 -2.95129  -0.35
C40 -0.31846 1.69829 -3.49853  -0.08
C41 0.26364 2.40061 -4.53994  0.01
C42 1.51136 2.02586 -5.00699  -0.11
C43 2.16695 0.93162 -4.45721  0.01
C44 1.56810 0.21660 -3.43297  -0.06
C45 2.16471 2.83494 -6.08393  -0.58
F11 1.25630 3.50658 -6.81454  0.14
F12 2.88694 2.07062 -6.91744  0.15
F13 2.99548 3.74636 -5.54054  0.15
H31 -4.77420 0.24652 -3.96622  0.14
H32 -2.43314 -0.33782 -3.82785  0.10
H33 -2.38428 0.67490 0.33059  0.03
H34 -4.74250 1.28078 0.19591  0.13
H35 0.46798 -2.88179 -0.40912  0.05
H36 0.27063 -5.21919 -1.11665  0.13
H37 -1.18411 -3.97730 -4.92835  0.13
H38 -0.93671 -1.63374 -4.25616  0.10
H39 -1.28016 1.99341 -3.11837  0.10
H40 -0.26844 3.24364 -4.94618  0.13
H41 3.11649 0.60455 -4.84557  0.13
H42 2.07183 -0.64660 -3.01675  0.12


[2]
Molecular formula: C9H21FeN3O7P
Method: DFT, ωB97M-V with the def2-TZVPD basis set

## Properties
energy relative to the best compared isomer or geometry (same formula, charge and spin): 185.47 kcal/mol
multiplicity: 9
HOMO energy (spin up / spin down): -2.64 / -2.68 eV
gap between HOMO and LUMO (spin up / spin down): 0.177 / 0.081 Eh
charge: -1
electronic energy: -2651.22648 hartree
⟨S²⟩: 20.035

Last column: Löwdin spin population.
Cartesian coordinates (Å):
Fe1 -1.57114 -1.38528 -2.61846  4.08
P1 -4.48504 -1.60170 -4.95091  -0.01
O1 -3.49246 -0.42868 -5.05807  0.72
O2 -3.40544 -2.68785 -4.92369  0.51
O3 -5.60961 -1.41411 -5.98314  0.13
O4 -4.75617 -1.51824 -3.41727  0.65
C1 3.20662 2.24174 -3.80464  0.00
O5 2.46854 1.22755 -3.89642  0.00
N1 3.28968 3.19831 -4.71398  0.00
C2 4.41676 4.15900 -4.56333  0.00
C3 2.59043 3.27904 -6.01383  0.00
H1 3.78324 2.48835 -2.89972  0.00
H2 5.12028 3.80554 -3.80952  0.00
H3 4.11755 5.19718 -4.41925  0.00
H4 4.98349 4.22647 -5.49196  0.00
H5 3.31294 2.97670 -6.77190  0.00
H6 1.61356 2.80359 -6.10200  0.00
H7 2.38653 4.33843 -6.16946  0.00
C4 -0.09356 -5.57153 2.05131  0.00
O6 0.03995 -4.52882 1.41476  0.00
N2 0.32270 -5.71857 3.31744  0.00
C5 0.93912 -4.59633 4.02266  0.00
C6 0.16650 -6.99968 4.08092  0.00
H8 -0.57464 -6.51194 1.74084  0.00
H9 1.84464 -4.79824 4.59481  0.00
H10 0.14646 -4.24599 4.68376  0.00
H11 1.17337 -3.78928 3.32847  0.00
H12 -0.70683 -7.04731 4.73141  0.00
H13 -0.04363 -7.80745 3.37990  0.00
H14 1.03825 -7.47922 4.52611  0.00
C7 -2.50734 2.52168 2.40070  0.52
O7 -1.74022 2.04658 1.51953  0.71
N3 -1.98148 3.13504 3.51602  0.49
C8 -2.76412 3.52642 4.60266  0.06
C9 -0.48188 3.34610 3.68682  0.02
H15 -3.58676 2.66795 2.24053  0.05
H16 -3.71712 2.99827 4.57211  0.01
H17 -2.84753 4.61140 4.66572  0.03
H18 -2.27719 3.21351 5.52629  0.01
H19 -0.33271 4.41602 3.54149  0.02
H20 -0.02862 2.89323 4.56861  0.01
H21 0.04304 2.81218 2.89468  0.00


[3]
Molecular formula: C3H5N3S
Method: DFT, ωB97M-V with the def2-TZVPD basis set

## Properties
energy relative to the best compared isomer or geometry (same formula, charge and spin): 29.82 kcal/mol
multiplicity: 1
HOMO energy: -8.22 eV
gap between HOMO and LUMO: 0.330 Eh
SMILES: Nn1ccnc1S
electronic energy: -679.73768 hartree

Last column: natural (NBO) charge in e.
Cartesian coordinates (Å):
N1 -0.62907 -1.10038 1.38555  -0.62
N2 -0.30400 -0.21576 0.38031  -0.22
C1 -1.01542 0.85433 -0.12066  -0.14
C2 -0.22633 1.38687 -1.09250  -0.08
N3 0.95647 0.68213 -1.20991  -0.49
C3 0.87484 -0.25860 -0.31445  0.22
S1 2.08097 -1.49321 0.03544  0.03
H1 -0.73568 -0.56427 2.23358  0.36
H2 -1.47341 -1.59586 1.13103  0.37
H3 -2.00668 1.11935 0.23826  0.22
H4 -0.42301 2.22619 -1.74476  0.21
H5 2.90131 -1.04079 -0.92188  0.15


[4]
Molecular formula: C8H7NO2S
Method: DFT, ωB97M-V with the def2-TZVPD basis set

## Properties
energy relative to the best compared isomer or geometry (same formula, charge and spin): 87.18 kcal/mol
multiplicity: 1
HOMO energy (spin up / spin down): -6.14 / -6.14 eV
gap between HOMO and LUMO (spin up / spin down): 0.221 / 0.221 Eh
electronic energy: -912.28233 hartree

Last column: natural (NBO) charge in e.
Cartesian coordinates (Å):
C1 -0.15666 -2.18626 0.38516  -0.55
C2 -2.18811 -1.33608 -0.35513  -0.15
C3 -0.03758 -0.86030 -0.01454  0.14
C4 0.97413 1.40377 -0.15742  -0.17
C5 -0.09296 2.27577 0.11682  -0.12
C6 -2.41868 1.45414 -0.03186  1.03
C7 1.14326 -0.02212 -0.07630  -0.21
C8 2.57871 -0.39797 0.09100  -0.60
N1 -1.31743 -0.38172 -0.43740  -0.48
O1 -3.50478 1.16266 0.21470  -0.47
O2 -1.46859 2.18319 0.22902  -0.40
S1 -1.65570 -2.88828 0.08044  0.49
H1 0.64499 -2.96061 0.54880  0.25
H2 -3.16199 -1.01860 -0.70365  0.23
H3 1.88978 1.95978 -0.17778  0.22
H4 -0.04319 3.28708 -0.14044  0.18
H5 2.73265 -0.91866 1.08643  0.20
H6 3.24225 0.38710 0.12029  0.21
H7 2.83991 -1.14289 -0.77816  0.20